60
Properties=species:S:1:pos:R:3:forces:R:3 method="wB97M-V/def2-TZVPD" e_above_lowest_kcal_mol=26.33 multiplicity=5 homo_lumo_gap_ev="7.602 / 5.601" total_charge=0 max_force_ev_per_a=0.71 energy_ev=-179488.634 s2=6.02
Rh -1.882 -0.021 0.695 0.19 -0.35 0.31
O -0.603 0.580 2.304 0.03 0.31 -0.08
C -0.581 1.735 2.910 -0.01 -0.40 -0.19
C 0.639 2.207 3.445 0.14 0.02 0.05
C 0.719 3.413 4.097 -0.02 0.09 0.01
C -0.414 4.225 4.282 0.13 -0.12 -0.03
C -1.617 3.770 3.806 -0.06 -0.07 -0.01
C -1.722 2.551 3.111 -0.33 0.13 -0.02
C -3.039 2.084 2.744 0.11 0.04 0.04
N -3.291 1.205 1.853 -0.23 -0.22 0.04
C -4.597 0.559 1.832 0.10 0.14 -0.06
C -4.404 -0.891 2.263 0.16 -0.13 -0.20
N -3.332 -1.481 1.450 -0.25 0.40 0.35
C -2.835 -2.612 1.789 0.01 -0.28 -0.08
C -1.861 -3.357 1.029 -0.16 -0.03 0.26
C -1.595 -4.672 1.465 -0.03 0.09 0.04
C -0.801 -5.527 0.749 0.09 0.09 -0.17
C -0.257 -5.065 -0.464 -0.02 -0.14 0.06
C -0.484 -3.789 -0.913 0.03 0.03 0.03
C -1.260 -2.867 -0.164 0.06 0.06 -0.07
O -1.362 -1.646 -0.592 -0.11 0.08 0.15
H 1.511 1.578 3.310 -0.01 0.03 0.01
H 1.679 3.742 4.479 -0.02 -0.01 0.00
H -0.342 5.170 4.801 0.02 -0.01 0.00
H -2.518 4.354 3.965 0.01 -0.02 -0.02
H -3.880 2.485 3.321 0.01 0.04 0.02
H -4.985 0.582 0.812 -0.02 -0.01 -0.03
H -5.312 1.057 2.493 -0.02 0.05 0.02
H -5.334 -1.440 2.104 -0.02 -0.05 0.00
H -4.155 -0.934 3.327 0.04 0.01 0.04
H -3.201 -3.096 2.702 -0.05 -0.10 -0.08
H -2.051 -5.007 2.392 0.00 0.02 -0.04
H -0.608 -6.532 1.099 0.01 0.01 -0.03
H 0.356 -5.732 -1.060 -0.01 0.01 0.01
H -0.063 -3.434 -1.846 0.00 -0.01 0.02
Se 1.218 2.770 -0.170 0.00 0.02 0.05
P 0.894 -0.156 -2.470 -0.20 -0.13 0.08
Se -0.185 1.198 -0.936 0.28 0.29 -0.58
C 2.482 -0.326 -1.609 0.15 0.08 0.06
C 2.565 -1.330 -0.642 -0.04 -0.06 0.09
C 3.735 -1.505 0.083 -0.05 0.05 -0.06
C 4.832 -0.686 -0.161 -0.03 0.00 -0.03
C 4.759 0.308 -1.128 -0.07 -0.05 0.02
C 3.584 0.494 -1.844 0.05 -0.08 0.00
C 1.320 0.935 -3.872 0.04 0.08 -0.05
C 1.790 0.232 -4.984 0.06 0.02 -0.05
C 2.174 0.899 -6.138 -0.03 0.00 0.04
C 2.065 2.281 -6.206 -0.02 0.01 0.05
C 1.579 2.988 -5.115 0.00 -0.08 0.00
C 1.211 2.320 -3.953 0.00 0.00 -0.01
H 1.704 -1.969 -0.448 0.12 0.09 -0.04
H 3.789 -2.282 0.834 0.01 0.01 0.00
H 5.748 -0.826 0.400 -0.01 -0.01 0.01
H 5.613 0.946 -1.320 -0.01 -0.02 0.01
H 3.530 1.269 -2.597 -0.01 0.03 0.00
H 1.859 -0.851 -4.944 0.00 0.03 0.00
H 2.542 0.337 -6.987 0.00 0.01 0.01
H 2.351 2.805 -7.109 0.01 0.00 0.00
H 1.484 4.066 -5.163 0.00 0.00 0.00
H 0.841 2.890 -3.112 -0.01 -0.01 0.03